Model one:
DFT (ωB97M-V/def2-TZVPD) results for 3 unconnected molecules or ions with the total composition CH8N2O2.

Positions of all 13 atoms, in Å:
H: -1.61698 -0.42101 -1.03265
N: -2.43191 0.16868 -0.85337
C: -2.16561 1.02263 0.05048
N: -0.97816 1.25382 0.69355
H: -2.95553 1.70927 0.35643
H: -0.20119 0.60723 0.64362
H: -1.04710 1.78550 1.54540
O: 1.62702 0.40249 -0.42018
H: 2.19903 -0.33040 -0.16437
H: 1.99569 0.83888 -1.19016
O: 2.53469 -2.29221 0.36254
H: 3.35233 -2.71015 0.64624
H: 1.83866 -2.69028 0.90624

Calculated values
SMILES: [H]/N=C\N.O.O
LUMO: 0.40 eV
Orbital gap: 9.242 eV
HOMO: -8.842 eV

Model two:
DFT (ωB97M-V/def2-TZVPD) results for 2 unconnected molecules or ions with the total composition CH8N2O2.

Positions of all 13 atoms, in Å:
C: 1.47905 0.04881 0.44831
O: 0.34569 -1.02196 0.09739
N: -0.07531 -1.79406 -0.94322
H: 1.65787 0.92416 -0.18225
H: 1.36116 0.11352 1.52734
H: 2.36581 -0.57787 0.34002
H: -0.08228 -2.66631 -1.46565
H: -1.07506 -1.61457 -1.06506
N: -1.22878 1.22335 0.80568
O: -1.53293 1.29969 -0.59831
H: -2.07915 1.52184 1.28361
H: -0.27551 1.82915 0.73893
H: -0.86056 0.71425 -0.98678

Calculated values
SMILES: CON.NO
LUMO: 0.86 eV
Orbital gap: 9.033 eV
HOMO: -8.175 eV

Stability order, top to bottom: model one, model two

Model one:
DFT (ωB97M-V/def2-TZVPD) results for 2 unconnected molecules or ions with the total composition C5H6NO.

Positions of all 13 atoms, in Å:
C: -1.59700 2.32181 -1.26845
C: -2.15437 1.35277 -0.62894
C: -0.79054 1.73278 -0.08019
C: 0.17262 1.56808 0.66999
C: 1.66962 -2.24088 0.53625
N: 0.36521 -2.12828 -0.05020
O: -0.24804 -1.12625 0.10454
H: -1.25043 3.09633 -1.96204
H: -3.15066 0.86130 -0.46430
H: 0.95581 1.54555 1.23348
H: 2.36924 -2.49652 -0.22070
H: 1.61980 -3.17343 1.20789
H: 2.03873 -1.31325 0.92268

Calculated values
LUMO (alpha / beta): -6.49 / -6.49 eV
Orbital gap (alpha / beta): 6.118 / 6.117 eV
HOMO (alpha / beta): -12.604 / -12.603 eV
Total charge: +1

Model two:
DFT (ωB97M-V/def2-TZVPD) results for a gas-phase ion, C5H6NO (charge +1).

Positions of all 13 atoms, in Å:
C: 1.86308 -0.70194 -0.94222
C: 1.00558 0.18690 -0.06927
C: -0.25356 0.02734 0.31998
C: -1.44438 -0.66743 0.17162
C: -1.39999 0.64189 0.95575
N: -1.82026 1.66072 1.35544
O: -2.06635 2.66236 1.82473
H: 2.95092 -0.87776 -0.64065
H: 1.98548 -0.25698 -1.87901
H: 1.46951 -1.65996 -1.25227
H: 1.40120 1.14290 0.11617
H: -1.88967 -0.61748 -0.77474
H: -1.80156 -1.54058 0.81446

Calculated values
SMILES: C/C=C1\CC1=[N+]=O
LUMO: -6.65 eV
Orbital gap: 8.140 eV
HOMO: -14.788 eV
Total charge: +1

Stability order, top to bottom: model two, model one

Model one:
DFT (ωB97M-V/def2-TZVPD) results for a gas-phase ion, C5H6NO (charge +1).

Positions of all 13 atoms, in Å:
C: -0.22453 -0.31154 1.86494
C: -0.15474 0.00939 0.47186
C: -0.50413 1.09071 -0.21398
C: -0.17728 0.87335 -1.64303
C: 0.47421 -0.32493 -1.72929
N: 0.55429 -0.86586 -0.40665
O: 1.05930 -1.88681 -0.09124
H: -0.85428 0.44688 2.30116
H: 0.77452 0.01851 2.32570
H: -0.31372 -1.33534 2.07611
H: -1.17427 1.80374 0.08311
H: -0.28844 1.47846 -2.53398
H: 0.82908 -0.99657 -2.50472

Calculated values
SMILES: CC1=CC=C[N+]1=O
LUMO (alpha / beta): -8.16 / -8.11 eV
Orbital gap (alpha / beta): 6.545 / 6.557 eV
HOMO (alpha / beta): -14.705 / -14.665 eV
Total charge: +1

Model two:
DFT (ωB97M-V/def2-TZVPD) results for a molecular structure, C5H6NO.

Positions of all 13 atoms, in Å:
C: -2.43680 -0.84271 -0.02487
C: -1.08378 -1.21752 0.22372
C: -0.71232 0.13397 0.22056
C: 1.60497 0.08877 -0.59000
C: 0.66773 0.55771 0.51698
N: -2.85966 0.29505 -0.29596
O: -1.73374 1.01123 -0.14227
H: -0.52327 -2.08474 0.49230
H: 2.64059 0.42107 -0.28292
H: 1.25259 0.59545 -1.47175
H: 1.56902 -0.96591 -0.61775
H: 0.73538 1.72891 0.39385
H: 0.87929 0.27871 1.57809

Calculated values
LUMO (alpha / beta): -8.96 / -8.95 eV
Orbital gap (alpha / beta): 7.185 / 7.187 eV
HOMO (alpha / beta): -16.141 / -16.142 eV
Total charge: +1

Stability order, top to bottom: model one, model two

Model one:
DFT (ωB97M-V/def2-TZVPD) results for a single CH5N3O2 molecule.

Positions of all 11 atoms, in Å:
N: 2.01869 -0.60899 0.17593
N: 0.57829 -0.53107 -0.29016
C: -0.06001 0.68339 -0.07734
O: 0.48043 1.75262 0.02367
N: -1.44713 0.59229 -0.13203
O: -1.96214 -0.66807 0.21591
H: 2.56544 -0.43304 -0.64642
H: 2.09870 0.21612 0.79660
H: 0.03201 -1.31188 0.11786
H: -1.91485 1.28173 0.37749
H: -2.38942 -0.97311 -0.56151

Calculated values
SMILES: NNC(=O)NO
LUMO: 0.74 eV
Orbital gap: 10.848 eV
HOMO: -10.108 eV

Model two:
DFT (ωB97M-V/def2-TZVPD) results for a single CH5N3O2 molecule.

Positions of all 11 atoms, in Å:
C: 0.66773 1.28608 0.71617
N: -0.66750 0.97126 -0.02687
N: -0.99969 -0.26262 -0.39461
N: -0.16661 -1.16410 -0.62326
O: 1.06513 -1.22812 -0.54451
O: -0.91104 -2.37253 -1.03602
H: 0.39508 1.27096 1.77841
H: 1.34296 0.50792 0.41260
H: 0.89549 2.31279 0.35808
H: -1.38711 1.69139 0.23717
H: -0.23444 -3.01303 -0.87715

Calculated values
SMILES: CN/N=[N+](\[O-])O
LUMO: 0.98 eV
Orbital gap: 9.494 eV
HOMO: -8.511 eV

Stability order, top to bottom: model one, model two

Model one:
DFT (ωB97M-V/def2-TZVPD) results for 2 unconnected molecules or ions with the total composition C3H6N2O.

Positions of all 12 atoms, in Å:
C: 0.26430 2.12019 -0.14058
C: 1.20503 1.11837 -0.31609
N: 0.62965 -0.04211 -0.74318
C: -0.66822 0.21213 -0.74756
N: -0.95054 1.47330 -0.46028
H: 0.13078 3.18478 -0.04845
H: 2.13008 1.13748 0.24181
H: -1.34662 -0.62275 -0.84532
H: -1.89465 1.79689 -0.22185
H: 0.55401 -4.08057 0.72873
H: -0.49056 -3.00365 1.27146
O: 0.43675 -3.29405 1.28132

Calculated values
Expectation value of S²: 0.75
LUMO (alpha / beta): 3.93 / 3.94 eV
Orbital gap (alpha / beta): 2.766 / 8.891 eV
HOMO (alpha / beta): 1.160 / -4.951 eV
Spin multiplicity: 2
Total charge: -1

Model two:
DFT (ωB97M-V/def2-TZVPD) results for 2 unconnected molecules or ions with the total composition C3H6N2O.

Positions of all 12 atoms, in Å:
C: -0.14347 0.50618 -0.45002
C: -0.36492 -0.82235 -0.02002
N: -1.01621 -1.44324 -1.11820
C: -1.19305 -0.53905 -2.10771
N: -0.84492 0.70182 -1.61590
H: 0.44083 1.18670 0.19971
H: 0.11612 -1.33514 0.87888
H: -1.95889 -0.69139 -2.78672
H: -0.80920 1.51232 -2.26779
H: 3.09706 0.38723 4.14298
H: 2.44671 0.91659 2.96113
O: 2.48798 1.04312 3.93462

Calculated values
Expectation value of S²: 0.75
LUMO (alpha / beta): 3.72 / 3.81 eV
Orbital gap (alpha / beta): 2.675 / 9.279 eV
HOMO (alpha / beta): 1.048 / -5.471 eV
Spin multiplicity: 2
Total charge: -1

Stability order, top to bottom: model one, model two

Model one:
DFT (ωB97M-V/def2-TZVPD) results for a single C3H4ClNOS molecule.

Positions of all 11 atoms, in Å:
O: 0.02872 -0.78720 -2.43254
N: -0.70068 0.14734 -1.81622
C: -0.36590 0.50173 -0.63443
C: 0.58288 -0.10002 0.29456
S: 1.86420 -1.04847 0.01275
C: 0.27171 0.18400 1.69756
Cl: -1.47241 -0.04533 1.98789
H: -0.45802 -0.98658 -3.25698
H: -0.97450 1.26367 -0.17188
H: 0.80426 -0.38377 2.47007
H: 0.41974 1.25463 1.84921

Calculated values
SMILES: O/N=C\C(=S)CCl
LUMO: -1.00 eV
Orbital gap: 7.816 eV
HOMO: -8.814 eV

Model two:
DFT (ωB97M-V/def2-TZVPD) results for a single C3H4ClNOS molecule.

Positions of all 11 atoms, in Å:
C: -0.05203 -1.56076 -1.28106
C: -0.58045 0.58679 -0.11711
C: 1.35778 -1.44373 -1.27661
N: -0.75363 -0.45253 -0.89990
O: -0.84167 -2.48875 -1.59427
S: 2.01239 -0.81133 0.15534
Cl: 2.08664 -2.88250 -2.07295
H: -1.60699 0.90220 0.28053
H: 0.29127 0.90906 0.23391
H: -1.71387 -0.78830 -1.04607
H: 2.25406 -2.04596 0.66959

Calculated values
LUMO (alpha / beta): -1.15 / -1.71 eV
Orbital gap (alpha / beta): 6.892 / 5.853 eV
HOMO (alpha / beta): -8.038 / -7.561 eV

Model three:
DFT (ωB97M-V/def2-TZVPD) results for 2 unconnected molecules or ions with the total composition C3H4ClNOS.

Positions of all 11 atoms, in Å:
C: 1.64150 -1.54049 0.05411
C: -0.43898 -0.23678 -0.38645
C: 1.06782 -0.31415 -0.36400
N: 2.07702 -2.61945 0.19126
O: 3.26769 0.56963 -1.56113
S: 1.85085 0.40075 -1.86384
Cl: 1.07994 2.43022 -1.69216
H: -0.94847 -0.79789 0.25106
H: -0.63969 0.89445 -0.14857
H: -0.81730 -0.58408 -1.29293
H: 1.40385 0.85351 1.25241

Calculated values
LUMO (alpha / beta): -2.24 / -1.75 eV
Orbital gap (alpha / beta): 8.457 / 8.432 eV
HOMO (alpha / beta): -10.695 / -10.179 eV

Stability order, top to bottom: model one, model two, model three

Model one:
DFT (ωB97M-V/def2-TZVPD) results for 2 unconnected molecules or ions with the total composition H4N2.

Positions of all 6 atoms, in Å:
N: -1.12647 -0.07804 0.13032
N: 1.01288 -0.06573 -0.08175
H: -1.18285 0.86235 -0.34825
H: -1.20007 -0.79718 -0.60468
H: 1.09688 0.92406 0.29626
H: 1.39963 -0.84545 0.60810

Calculated values
LUMO (alpha / beta): -0.09 / -0.15 eV
Orbital gap (alpha / beta): 10.008 / 9.728 eV
HOMO (alpha / beta): -10.102 / -9.879 eV

Model two:
DFT (ωB97M-V/def2-TZVPD) results for a single H4N2 molecule.

Positions of all 6 atoms, in Å:
N: 0.56714 -0.16322 -0.12534
N: -0.72610 -0.12420 0.18831
H: 0.81015 0.89873 -0.11274
H: 1.25253 -0.51127 0.72322
H: -0.90881 -0.91963 -0.57920
H: -0.99490 0.81958 -0.09425

Calculated values
SMILES: NN
LUMO: 1.19 eV
Orbital gap: 9.484 eV
HOMO: -8.295 eV

Stability order, top to bottom: model two, model one